The molecule C36H34N4O3S, computed with ωB97M-V with the def2-TZVPD basis set.

- maximum force (eV/Å) = 2.02
- HOMO energy (eV) = -6.8
- E (eV) = -60822.3746
- net charge = 0

Structure (XYZ):
```
78
C36H34N4O3S (ωB97M-V with the def2-TZVPD basis set)
O -0.22 -1.61 -1.40
H 3.81 2.93 3.74
H 5.40 -2.70 2.54
C 3.11 2.23 4.21
H 1.68 -2.35 -1.32
C -0.81 1.90 -1.26
C 4.56 0.16 -1.24
C 1.97 0.19 3.34
H -3.97 3.03 -1.92
H -5.26 -2.48 4.94
C 3.32 0.45 -0.72
C -5.27 -0.73 3.72
C -4.07 2.63 2.62
H -4.26 -1.16 5.56
C -1.12 0.54 -1.12
C 4.87 -1.15 -1.67
H -3.64 -3.13 3.33
C -1.84 2.79 -1.56
C -5.00 1.43 2.63
C 3.80 -2.09 -1.73
H -5.90 1.63 3.22
H 5.32 0.92 -1.24
H -2.59 -1.01 -1.29
O 3.45 -2.39 1.32
C -3.16 2.33 -1.69
C -0.10 -0.52 -0.85
H -4.45 0.59 -1.71
C -2.42 0.07 -1.34
C -4.56 -1.69 4.65
H 6.20 -1.44 3.59
O 1.05 0.38 4.13
C -2.53 -1.34 3.16
C 5.33 -3.88 -2.30
H -4.56 3.46 2.11
C 2.02 -0.76 2.26
H 5.51 -4.93 -2.50
H -3.85 2.94 3.65
C -3.07 -0.05 2.89
H 3.07 1.42 -0.31
H 1.14 0.81 0.36
C 6.40 -2.98 -2.24
C 4.40 0.38 3.33
C 2.54 -1.69 -1.29
H 6.14 -1.21 1.82
C -2.25 0.93 2.25
C -0.49 -0.70 1.96
C 1.07 -0.24 0.08
H -0.32 1.42 1.54
H -5.31 1.19 1.59
C 5.61 -1.63 2.69
C -3.44 0.97 -1.58
C -3.32 -2.30 3.98
N 2.35 -0.51 -0.66
H 7.41 -3.34 -2.42
H 3.44 2.06 5.24
H -1.62 3.85 -1.69
H -6.07 -0.19 4.25
H -0.84 -2.66 2.74
H -2.00 3.03 2.15
N 3.16 0.98 3.45
C -0.95 0.60 1.88
C 3.26 -1.42 2.08
C -1.27 -1.66 2.62
H -2.90 2.33 0.82
C 6.17 -1.63 -1.97
H 3.17 -4.11 -2.12
H 0.23 2.23 -1.16
C 4.04 -3.44 -2.07
H 7.01 -0.92 -1.95
H 0.91 -2.13 1.11
H -5.75 -1.28 2.89
H 2.09 2.60 4.18
N 4.33 -0.94 2.88
H -2.68 -2.74 4.75
C 0.88 -1.05 1.34
S 5.83 1.15 3.72
N -4.36 0.27 3.21
C -2.76 2.28 1.91
```

=====

A structure of composition C36H34N4O6RbSSb, computed with ωB97M-V with the def2-TZVPD basis set.

- maximum force (eV/Å) = 1.06
- HOMO energy (eV) = -2.7
- E (eV) = -74159.0077
- net charge = -2

Structure (XYZ):
```
83
C36H34N4O6RbSSb (ωB97M-V with the def2-TZVPD basis set)
H -1.94 -3.42 0.67
N 1.92 -2.73 1.18
H 0.58 3.08 -0.95
C 5.61 1.91 2.01
H -0.65 -1.40 4.17
C 0.06 2.82 -1.88
C 3.48 2.39 1.10
C -4.45 2.52 4.47
C 0.05 -4.20 0.77
C 0.58 -2.89 1.32
C 1.14 1.42 3.54
C -1.84 -5.42 -0.11
C -2.47 4.36 -0.89
C 4.00 0.19 1.52
C -3.49 3.33 3.87
C -2.59 -1.71 -1.62
C -4.47 -3.19 -1.38
H 0.06 3.68 -2.56
C -1.31 -4.28 0.48
H -3.74 2.42 -3.51
H -2.16 1.81 -4.06
C 4.70 2.85 1.57
H -5.26 2.97 5.02
C -4.90 -2.35 -0.36
C 2.12 1.29 4.53
H -3.56 4.41 3.95
C -1.23 -1.34 -2.22
H 1.05 -1.60 5.97
H -3.55 4.52 -0.96
C -2.44 2.76 3.15
H -2.88 -3.52 -2.78
C 0.35 -6.44 -0.06
H 5.95 -0.19 2.34
Sb -1.98 2.29 -1.43
N -3.00 -0.92 -0.64
N 3.13 1.10 1.06
H 4.91 -2.30 2.88
H 2.84 0.11 6.17
O -0.46 1.79 1.29
C -4.14 -1.25 -0.02
C 0.10 -0.63 4.31
H 1.94 -5.20 0.71
H 2.92 2.02 4.59
C -2.37 1.38 3.05
Rb 0.38 -0.46 -0.30
O -1.03 -0.13 -2.57
H 4.92 3.91 1.57
O -0.22 -2.10 1.87
N 2.35 -1.46 1.30
O -4.67 -5.23 -2.55
S -1.03 0.66 2.12
H 4.13 -3.29 1.64
H 2.73 3.09 0.72
C -3.33 0.56 3.62
C -3.28 -2.86 -2.01
O -6.35 -4.61 -1.16
H 6.58 2.21 2.38
C -5.25 -4.46 -1.75
H -4.45 -0.58 0.78
C 0.88 -5.28 0.50
C 5.26 0.57 1.99
C 1.07 -0.74 5.30
C 2.08 0.21 5.41
H -1.42 -7.39 -0.85
H -2.88 -5.45 -0.41
H -5.83 -2.59 0.15
H 1.16 2.22 2.82
H 1.00 -7.28 -0.27
C 3.59 -1.25 1.54
C -1.01 -6.51 -0.37
C -2.66 2.57 -3.45
H -2.41 3.58 -3.79
O -0.36 -2.24 -2.18
H 5.48 -2.22 1.21
H -1.96 5.07 -1.55
H -2.16 4.55 0.15
H -3.28 -0.52 3.48
H -5.14 0.50 4.78
H 0.57 1.97 -2.35
C 0.15 0.46 3.45
H -1.69 3.36 2.65
C -4.37 1.14 4.34
C 4.59 -2.32 1.83
```

=====

A structure of composition C36H35BaBr2N2O2P, computed with ωB97M-V with the def2-TZVPD basis set.

- maximum force (eV/Å) = 1.56
- HOMO energy (eV) = -6.0
- E (eV) = -195046.0184
- net charge = 0

Structure (XYZ):
```
79
C36H35BaBr2N2O2P (ωB97M-V with the def2-TZVPD basis set)
H -3.55 3.40 -3.69
C 1.47 -0.62 3.44
H 2.76 4.44 -4.43
H -4.69 2.81 -0.40
H -1.63 3.10 -1.58
H 3.72 3.87 -3.06
H 3.19 -0.45 0.65
C 3.00 -0.51 1.71
H -3.91 1.22 -3.64
C -0.21 -0.73 5.13
C -0.83 1.13 -4.74
C -0.92 -0.27 -4.69
H -5.17 4.79 -2.67
C 3.02 1.70 -1.22
C 0.48 -0.35 -2.68
H -5.91 2.22 -3.13
C 2.10 -0.75 5.77
C 0.56 1.09 -2.75
C 2.72 3.86 -3.51
H -4.24 0.07 -2.36
H 2.01 6.41 -3.41
C 3.67 0.90 -2.15
P 1.20 1.93 -1.27
C -0.06 5.77 -0.82
C 4.08 -0.55 2.62
Br 3.41 -0.82 7.15
H 5.09 -0.52 2.24
H -2.60 4.66 -2.93
C 0.17 4.41 -0.72
H 4.63 -0.66 4.67
C -0.28 -0.98 -3.71
C 3.09 3.11 0.89
C 1.72 4.47 -2.57
C 1.04 3.74 -1.59
H 2.67 4.02 0.46
C 3.75 2.26 -0.16
H -1.49 -0.79 -5.44
H -0.36 -2.06 -3.70
H 0.44 7.55 -1.90
H 6.82 1.02 -0.94
H -0.74 6.26 -0.14
C 2.49 -0.67 4.42
Ba -0.70 -0.29 0.52
H 0.50 -0.83 7.16
O -0.83 -0.60 2.83
H -1.31 1.69 -5.53
C 5.12 2.01 -0.09
C 3.82 -0.63 3.95
H 3.09 0.45 -2.95
Br -2.04 -0.76 5.65
H 5.51 0.01 -2.78
H 3.81 3.39 1.66
C 0.78 -0.78 6.12
C -0.09 1.78 -3.77
N -2.51 2.84 -1.99
C -3.26 3.82 -2.73
N 1.75 -0.54 2.10
C -5.23 3.11 -1.30
H 2.28 2.56 1.37
H -6.10 1.21 -1.72
H -6.21 3.45 -0.96
O -2.18 0.78 -1.21
H -4.22 5.01 -1.20
C -2.87 1.57 -1.86
C 0.06 -0.66 3.78
C 0.60 6.49 -1.81
C 1.48 5.84 -2.65
H -0.03 2.86 -3.80
H 2.47 2.84 -3.75
H 5.69 2.45 0.72
C -4.50 4.28 -1.97
H 1.09 -2.18 -1.80
C -5.42 1.90 -2.21
C 5.76 1.21 -1.02
C -4.13 1.13 -2.57
C 1.06 -1.11 -1.65
H -0.31 3.84 0.07
H 1.93 -0.72 -1.14
C 5.03 0.64 -2.06
```

=====

Among the records above, which one has the highest HOMO energy?
C36H34N4O6RbSSb

=====

Repeat the second record exactly.
A structure of composition C36H34N4O6RbSSb, computed with ωB97M-V with the def2-TZVPD basis set.

- maximum force (eV/Å) = 1.06
- HOMO energy (eV) = -2.7
- E (eV) = -74159.0077
- net charge = -2

Structure (XYZ):
```
83
C36H34N4O6RbSSb (ωB97M-V with the def2-TZVPD basis set)
H -1.94 -3.42 0.67
N 1.92 -2.73 1.18
H 0.58 3.08 -0.95
C 5.61 1.91 2.01
H -0.65 -1.40 4.17
C 0.06 2.82 -1.88
C 3.48 2.39 1.10
C -4.45 2.52 4.47
C 0.05 -4.20 0.77
C 0.58 -2.89 1.32
C 1.14 1.42 3.54
C -1.84 -5.42 -0.11
C -2.47 4.36 -0.89
C 4.00 0.19 1.52
C -3.49 3.33 3.87
C -2.59 -1.71 -1.62
C -4.47 -3.19 -1.38
H 0.06 3.68 -2.56
C -1.31 -4.28 0.48
H -3.74 2.42 -3.51
H -2.16 1.81 -4.06
C 4.70 2.85 1.57
H -5.26 2.97 5.02
C -4.90 -2.35 -0.36
C 2.12 1.29 4.53
H -3.56 4.41 3.95
C -1.23 -1.34 -2.22
H 1.05 -1.60 5.97
H -3.55 4.52 -0.96
C -2.44 2.76 3.15
H -2.88 -3.52 -2.78
C 0.35 -6.44 -0.06
H 5.95 -0.19 2.34
Sb -1.98 2.29 -1.43
N -3.00 -0.92 -0.64
N 3.13 1.10 1.06
H 4.91 -2.30 2.88
H 2.84 0.11 6.17
O -0.46 1.79 1.29
C -4.14 -1.25 -0.02
C 0.10 -0.63 4.31
H 1.94 -5.20 0.71
H 2.92 2.02 4.59
C -2.37 1.38 3.05
Rb 0.38 -0.46 -0.30
O -1.03 -0.13 -2.57
H 4.92 3.91 1.57
O -0.22 -2.10 1.87
N 2.35 -1.46 1.30
O -4.67 -5.23 -2.55
S -1.03 0.66 2.12
H 4.13 -3.29 1.64
H 2.73 3.09 0.72
C -3.33 0.56 3.62
C -3.28 -2.86 -2.01
O -6.35 -4.61 -1.16
H 6.58 2.21 2.38
C -5.25 -4.46 -1.75
H -4.45 -0.58 0.78
C 0.88 -5.28 0.50
C 5.26 0.57 1.99
C 1.07 -0.74 5.30
C 2.08 0.21 5.41
H -1.42 -7.39 -0.85
H -2.88 -5.45 -0.41
H -5.83 -2.59 0.15
H 1.16 2.22 2.82
H 1.00 -7.28 -0.27
C 3.59 -1.25 1.54
C -1.01 -6.51 -0.37
C -2.66 2.57 -3.45
H -2.41 3.58 -3.79
O -0.36 -2.24 -2.18
H 5.48 -2.22 1.21
H -1.96 5.07 -1.55
H -2.16 4.55 0.15
H -3.28 -0.52 3.48
H -5.14 0.50 4.78
H 0.57 1.97 -2.35
C 0.15 0.46 3.45
H -1.69 3.36 2.65
C -4.37 1.14 4.34
C 4.59 -2.32 1.83
```

=====

Which value of HOMO energy does entry 1 give?
-6.8 eV

=====

Which formula does entry 1 have?
C36H34N4O3S